Density functional theory data (ωB97M-V/def2-TZVPD) for C29H77CsN6O11S as an isolated structure.

Values from the calculation:
DFT total energy in a.u.: -2725.1885
Molecular weight in g mol⁻¹: 850.9
E_HOMO in eV: -5.2
Charge: 0
HOMO-LUMO gap in eV: 4.2

Last column: Löwdin charge in e.
Cartesian coordinates (Å):
O  21.14635  4.45851  16.72253  0.38
H  20.40023  4.09444  17.20456  0.16
H  21.63077  5.02761  17.32506  0.18
H  21.67000  3.68767  16.49187  0.19
Cs  16.09075  -0.24864  23.98053  0.91
S  18.86729  2.77357  20.33896  0.10
O  19.23316  1.34810  20.52583  -0.50
O  18.38974  2.84414  18.93955  -0.50
O  17.85252  3.17027  21.32630  -0.48
O  20.04886  3.64183  20.48385  -0.50
C  12.91667  6.11563  24.37555  -0.08
C  12.20214  4.81855  24.26572  -0.45
C  10.72883  5.23675  24.39016  -0.26
O  10.49486  5.52368  25.73304  -0.18
C  9.46341  6.51420  25.84183  -0.09
N  12.64120  4.24130  23.03116  0.04
H  13.97088  5.84150  24.33574  0.08
H  12.66141  6.59289  25.32168  0.08
H  12.61183  6.80988  23.59247  0.09
H  12.32689  4.13535  25.10581  0.14
H  10.03713  4.47221  24.03640  0.12
H  10.53854  6.04140  23.67994  0.12
H  9.68335  7.46788  25.36203  0.09
H  9.22425  6.71764  26.88563  0.08
H  8.51562  6.05892  25.55459  0.09
H  13.63572  4.31886  22.87305  0.07
H  12.25146  4.67303  22.20543  0.08
C  17.42288  -3.46741  17.27528  -0.05
C  16.35563  -3.72268  18.36216  -0.43
C  16.86677  -4.75513  19.34373  -0.21
O  17.27661  -6.04510  18.88472  -0.19
C  16.26107  -6.79799  18.30971  -0.14
N  16.01893  -2.45920  19.06079  0.04
H  17.87609  -4.38496  16.90005  0.07
H  18.26734  -2.91534  17.68783  0.08
H  17.11219  -2.78617  16.48314  0.08
H  15.40590  -4.11039  17.99361  0.13
H  16.11104  -4.98742  20.09406  0.12
H  17.70931  -4.39962  19.93690  0.13
H  16.61713  -7.82767  18.27708  0.09
H  16.14589  -6.51771  17.26268  0.08
H  15.30038  -6.73381  18.82064  0.09
H  15.69901  -1.79577  18.36970  0.07
H  16.93260  -2.13211  19.34059  0.07
C  21.18439  6.21752  26.88964  -0.06
C  19.90106  6.17719  26.00272  -0.44
C  19.90347  7.12528  24.80485  -0.19
O  20.38221  8.44429  25.15796  -0.20
C  19.35725  9.24575  25.78022  -0.10
N  19.67701  4.77815  25.59077  0.03
H  21.16114  7.03357  27.61187  0.06
H  22.13846  6.39746  26.39420  0.07
H  21.29514  5.33445  27.51894  0.07
H  19.12127  6.38426  26.73562  0.12
H  18.98696  7.07978  24.21660  0.13
H  20.66895  6.70771  24.15080  0.13
H  19.05658  8.75952  26.70827  0.08
H  18.49379  9.39760  25.13256  0.08
H  19.74490  10.25249  25.93614  0.08
H  20.59596  4.51636  25.26351  0.06
H  19.16639  4.75599  24.71962  0.07
C  25.81456  7.71202  20.66067  -0.08
C  25.35956  6.88686  19.49298  -0.42
C  25.84087  5.39198  19.52764  -0.15
O  25.72341  4.73858  18.21835  -0.22
C  26.68585  5.18026  17.22354  -0.10
N  23.86295  6.85952  19.35098  0.03
H  25.45383  7.34465  21.62141  0.09
H  25.58080  8.76405  20.49729  0.08
H  26.89515  7.66109  20.79425  0.08
H  25.67668  7.36888  18.56821  0.11
H  25.21941  4.84124  20.23374  0.12
H  26.88841  5.20284  19.76207  0.12
H  26.67687  6.25028  17.01603  0.07
H  26.39080  4.78311  16.25229  0.08
H  27.69517  4.81591  17.41491  0.08
H  23.41622  6.10472  19.85178  0.06
H  23.60080  7.75263  19.74306  0.06
C  24.98078  -1.00625  20.59326  -0.08
C  25.38722  -2.27556  19.87740  -0.42
C  25.85390  -3.53424  20.69450  -0.20
O  26.98884  -3.23940  21.48096  -0.20
C  27.88110  -4.28540  21.93963  -0.08
N  24.18875  -2.48274  19.05071  0.02
H  24.43837  -1.30751  21.48943  0.08
H  24.34082  -0.21158  20.20983  0.09
H  25.86236  -0.57339  21.06605  0.07
H  26.18711  -2.09454  19.15943  0.13
H  26.13631  -4.26241  19.93418  0.11
H  25.03280  -3.94534  21.28177  0.12
H  27.41169  -5.22527  22.23011  0.08
H  28.54705  -3.99142  22.75092  0.08
H  28.48874  -4.48634  21.05729  0.08
H  23.38674  -2.22124  19.60615  0.06
H  23.99002  -3.44238  18.80635  0.06
C  14.52095  6.86720  13.57110  -0.03
C  15.91800  6.65792  14.15935  -0.49
C  16.79858  7.75529  13.55199  -0.14
C  16.46764  9.18352  14.12162  -0.18
C  16.63320  9.17002  15.59010  -0.17
C  15.82537  8.04933  16.30670  -0.47
N  15.98858  6.77067  15.64118  -0.17
O  15.44152  5.74648  16.28037  0.01
C  16.55447  7.91477  17.66101  -0.04
C  14.34048  8.49495  16.46194  -0.02
C  16.57191  5.30078  13.67770  -0.02
H  13.98796  6.01510  13.99297  0.09
H  14.53460  6.76178  12.48630  0.09
H  14.07760  7.79564  13.93102  0.06
H  17.83350  7.46340  13.73042  0.11
H  16.61938  7.70640  12.47794  0.11
H  15.43874  9.42326  13.85336  0.10
H  17.20292  9.88246  13.72292  0.11
H  16.19505  10.12853  15.86826  0.12
H  17.68590  9.13217  15.87027  0.12
H  17.46164  7.31234  17.70814  0.09
H  16.93318  8.86184  18.04537  0.07
H  15.88354  7.63417  18.47293  0.08
H  13.63545  7.66837  16.37364  0.08
H  14.18536  8.98476  17.42324  0.08
H  13.97920  9.08233  15.61780  0.06
H  17.65645  5.19945  13.71770  0.07
H  16.34709  5.21314  12.61474  0.08
H  16.14166  4.47957  14.25095  0.07
H  16.14344  5.21215  16.65904  0.12

Cartesian forces, eV/Å:
-0.0856 0.1040 -0.7867
-1.9689 -0.5582 1.3675
0.6741 0.6636 0.8252
0.8130 -0.5981 -0.2483
0.3323 0.4290 -0.5353
0.6808 -1.4485 -0.1408
0.1973 -0.5320 0.8232
-0.6180 1.1241 -1.5101
-0.9169 0.2026 0.3881
1.0318 0.8218 -0.1336
0.9465 0.5057 1.6538
-1.0892 1.0948 -0.1486
0.0565 -1.6499 -1.5506
-0.5975 1.5581 0.2761
-0.4897 -0.9328 1.0852
-0.6916 -1.6989 -1.2396
0.2697 0.8448 0.0300
0.3948 0.1802 0.1607
0.2702 -0.2397 -0.2629
0.5878 0.0063 0.0306
-0.1340 -0.5663 0.1358
0.0475 0.7016 0.3050
0.0809 -0.2210 -0.3534
0.7841 0.0083 0.2891
-0.1261 0.2329 -0.9120
0.1769 0.0098 0.4285
-0.4181 0.1255 0.0653
0.1262 0.0291 0.1787
0.2652 0.3139 -0.7749
0.0037 -0.8563 1.5048
0.5138 1.0242 0.0119
0.2561 -0.4861 -0.9311
0.4750 -1.1053 0.2812
-0.3372 -0.0711 -0.3263
0.0571 -0.0308 0.5800
-0.4518 -0.4117 -0.2344
0.0773 -0.0224 -0.5794
-0.5485 0.4353 0.1235
0.2663 0.3011 -0.2986
-0.1695 -0.0954 0.2590
-0.4150 0.1691 -0.1994
-0.0715 0.0562 0.2203
-0.1004 0.1450 -0.0779
0.0943 0.6982 0.3457
0.0169 0.6786 0.0680
0.0438 -0.4645 1.4105
1.6372 0.0820 0.6977
-1.3646 -0.0013 -0.3350
0.6327 -0.4499 -0.4726
0.6943 0.3808 -0.3139
-0.3592 0.2486 -0.0725
-0.1089 -0.2795 -0.5976
-0.2750 -0.2916 -0.3152
-0.4336 0.4014 -0.2715
-0.3646 0.4453 0.2711
0.1661 0.1862 -0.2306
-0.1691 0.3086 0.1723
-0.1868 -0.3832 -0.1709
0.3202 -0.2296 0.3036
0.3248 -0.7094 -0.0324
-0.6078 -0.0054 -0.2217
0.8260 -0.1005 0.5499
-0.8508 -1.8281 -0.5929
0.3872 0.4006 -1.7979
0.0846 0.7844 -0.2198
-0.9269 -0.3115 0.2042
1.0322 0.5205 -0.2923
-0.5322 0.1428 -0.0586
-0.2506 -0.0165 0.2575
0.2429 0.0483 -0.3395
0.4699 -0.1465 0.0231
-0.0440 -0.1560 -0.1800
0.1411 0.7040 0.6498
0.1110 0.2536 0.6309
-0.2400 -0.5023 0.2151
0.0738 0.1166 0.3502
0.0878 0.0658 0.4565
-0.8428 -0.1122 0.0552
1.3737 -0.0026 2.9930
-0.7162 0.2048 -1.2847
0.1248 0.5547 -0.3501
0.3331 0.4779 1.4030
-0.5226 0.1016 -1.7258
-0.4170 -1.0126 -0.0105
-0.3564 -0.2888 0.2052
0.3891 -0.4436 -1.0941
0.1373 0.4360 -0.2204
0.3015 0.2260 0.1612
-0.1127 -0.3388 -0.1964
-0.1680 -0.0055 0.2639
-0.5015 0.1105 0.0484
-0.4345 0.6358 -0.0623
0.4152 -0.4231 0.1107
-0.2330 0.1682 0.0002
0.3726 -0.3771 -0.2518
0.0556 -1.5123 0.9393
1.5016 0.5376 -0.1408
-0.2489 0.7324 0.4423
0.9300 -2.0483 -1.4860
-0.9641 -0.1187 0.3396
0.6892 0.5157 0.5072
2.6097 1.9459 -3.0561
-2.1567 -2.0906 1.3887
-0.6076 0.6016 1.3988
-0.0272 -0.5960 -0.2069
-1.1970 0.5572 0.2753
-0.7901 0.1234 -0.1908
-0.1081 0.2553 0.0441
-0.0140 -0.1574 -0.3481
0.2209 0.4119 0.0969
0.1687 0.1721 -0.1350
0.1551 0.3608 -0.2068
-0.4162 0.2802 -0.3929
0.2941 0.0653 0.9048
-0.0205 -0.0611 0.0254
-0.3390 -0.5114 -0.5642
-0.2162 0.5676 -0.3984
-0.0349 -0.6326 -0.0900
0.3024 -0.5053 0.5844
-0.1149 0.2371 -0.2079
0.4172 0.7213 0.1570
0.0656 0.5850 0.5153
-0.2921 -0.2906 -0.0123
-0.0990 -0.1471 -0.3094
0.2662 -0.0628 0.2105